DFT (ωB97M-V with the def2-TZVPD basis set) results for C23H26ClNO2PSc as an isolated structure.

Summary:
Gap between HOMO and LUMO   8.3966 eV
Net charge   +2
DFT total energy   -72356.5905 eV

Atoms and positions in Å:
H 5.927632 3.369270 -0.821737
C -0.392284 -2.702155 0.726222
H -1.842755 -2.669784 -5.607400
H -3.503560 -3.141921 -3.804528
C -0.786476 -5.034639 1.189849
H 0.189145 -5.824528 2.962567
N 4.126799 3.809008 0.090148
C -1.623302 -2.383023 -4.577488
H -1.272101 -5.970967 0.937326
C -3.092927 0.248140 -0.475021
H 0.314061 -1.560871 -5.051782
C 1.971394 4.259671 1.202330
H -3.009907 -2.489949 -1.475802
H 5.010263 1.924465 -0.331489
H 5.783322 5.043136 0.345878
C 0.461969 0.906104 1.745423
C 2.859978 3.502606 0.279209
C -2.572411 -0.582559 1.744249
C -1.048449 -1.660433 -1.927516
O -0.169539 1.984990 1.780959
H 4.225054 5.880925 0.533440
C 4.770582 4.951024 0.746467
H -5.013237 1.190166 -0.704002
C -3.806785 -0.130181 2.197896
H 1.934682 3.776326 2.188785
H -1.857099 -1.035313 2.432215
Cl -1.061783 3.208957 -1.315756
H 0.835741 -0.933541 -2.682395
H 1.040353 -1.731804 2.028981
O 2.392556 2.481074 -0.380190
C -2.272366 -2.285948 -2.252977
C -2.556408 -2.647847 -3.568983
C -0.408542 -1.759508 -4.259183
Sc 0.478819 1.992360 -0.150376
H 4.506821 2.867928 -1.769918
H -5.692522 0.800488 1.664634
H -4.082280 -0.267069 3.243496
C 0.672647 -3.751751 2.639520
H 0.954306 4.377302 0.789466
H 0.599914 0.092931 2.480661
C 0.484978 -2.641416 1.824819
C -2.229201 -0.459072 0.390608
H 0.523030 -0.531018 0.243622
H 1.319308 -3.661709 3.517958
P -0.708047 -1.203869 -0.228006
H 4.832233 4.820905 1.836954
H -2.781353 0.448949 -1.502648
C -0.112138 -1.404060 -2.943610
C 0.039889 -4.954032 2.323714
H -1.612295 -3.979097 -0.522201
H 2.353230 5.275142 1.351173
C -4.708963 0.484211 1.315942
C -4.328619 0.686931 -0.017432
C -0.995368 -3.916163 0.377475
C 4.932009 2.931219 -0.761546

Atomic forces in eV per Å
H -0.1 -0.2 -0.1
C 0.4 -0.2 0.1
H 0.1 0.1 0.3
H 0.4 0.2 0.1
C 0.2 0.3 0.1
H -0.1 0.2 -0.2
N -1.0 -0.2 0.4
C 0.2 0.1 0.3
H 0.1 0.1 0.0
C 0.4 -0.2 -0.1
H -0.2 0.0 0.3
C 0.1 0.7 0.1
H 0.1 0.1 -0.2
H -0.1 0.3 -0.1
H -0.3 0.0 0.1
C 0.4 0.6 -1.8
C 1.0 -0.5 -0.9
C 0.1 -0.1 0.0
C 0.4 0.3 -0.9
O 0.2 -0.9 1.5
H 0.2 -0.3 0.0
C 0.1 0.5 0.3
H 0.3 -0.1 0.2
C -0.2 0.1 0.0
H 0.0 0.1 -0.3
H -0.4 -0.1 -0.1
Cl 0.0 -0.1 -0.1
H -0.1 -0.1 -0.3
H 0.0 -0.1 0.1
O 0.0 0.7 0.6
C 0.0 0.1 0.2
C 0.3 0.0 0.1
C 0.0 -0.1 -0.2
Sc 0.0 -0.3 0.2
H 0.1 0.0 0.3
H 0.3 -0.1 -0.1
H 0.1 0.0 -0.3
C 0.1 0.0 0.0
H 0.2 -0.1 0.1
H -0.8 1.0 0.9
C -0.4 -0.1 -0.2
C 0.0 0.9 0.1
H -0.9 0.2 -1.3
H -0.2 -0.2 -0.4
P -0.8 -2.0 0.7
H 0.0 -0.1 -0.4
H -0.3 -0.2 0.2
C -0.4 -0.1 0.2
C -0.3 0.2 -0.3
H 0.2 -0.1 0.4
H -0.2 -0.2 0.0
C 0.6 -0.3 -0.2
C -0.2 0.1 0.2
C 0.0 -0.1 0.3
C 0.4 -0.1 -0.3

Löwdin atomic charge list, values in e, 8 entries: number 1, H, carries 0.10; number 2, C, carries -0.33; number 3, H, carries 0.13; number 4, H, carries 0.13; number 5, C, carries -0.03; number 6, H, carries 0.12; number 7, N, carries -0.10; number 8, C, carries -0.03

DFT (ωB97M-V with the def2-TZVPD basis set) results for one molecule with the formula C5H12O2.

Summary:
Gap between HOMO and LUMO   10.9147 eV
DFT total energy   -9473.4025 eV
Relative energy (zero: lowest compared OMol25 entry of this formula, charge and spin)   1.733 eV
SMILES string   OCCCCCO

Atoms and positions in Å:
C 0.215583 1.123950 -0.885170
H 1.013093 0.553909 -1.409127
H 0.060416 -0.920778 2.923169
C -0.746604 1.579029 -1.967348
H -1.645952 2.026542 -1.501464
C 0.542113 -1.365285 2.058039
H 1.749993 -0.778330 0.387169
H -0.860570 -2.760327 2.082976
H 1.323674 -2.127826 2.136836
H -0.624424 -0.818409 -0.286007
H -0.982116 0.630211 0.802783
H -1.230307 -0.207480 -2.381124
O -1.121080 0.591294 -2.891187
C 0.971616 -0.347529 1.000990
H 1.517693 0.553695 1.339831
C -0.251747 0.108072 0.153291
H -0.259702 2.437204 -2.465269
H 0.739998 2.005047 -0.501868
O -0.411678 -2.282990 1.403481

Atomic forces in eV per Å
C 1.2 -1.3 -1.2
H -0.1 0.5 -0.1
H 0.4 -0.1 0.3
C -0.2 1.4 0.9
H 0.1 -0.2 0.0
C -0.1 -1.5 -1.8
H -0.1 -0.5 -0.6
H -0.4 -0.5 0.7
H 0.6 1.0 1.5
H -0.5 0.4 -0.1
H 0.0 -0.8 -0.1
H -0.2 -0.5 0.1
O 0.3 0.2 -0.3
C -0.6 0.8 -0.1
H -0.6 -0.4 0.7
C 0.8 1.0 0.7
H -0.2 -0.6 -0.3
H -0.3 -0.1 0.5
O -0.1 1.2 -0.6

Löwdin atomic charge list, values in e, 8 entries: number 1, C, carries -0.22; number 2, H, carries 0.12; number 3, H, carries 0.11; number 4, C, carries -0.30; number 5, H, carries 0.12; number 6, C, carries -0.20; number 7, H, carries 0.10; number 8, H, carries 0.06

Computed highest occupied orbital energy (Eh) in order:
-0.5457, -0.3699
Computed lowest unoccupied orbital energy (Eh) in order:
-0.2371, 0.0312